Model 1:
The following is a DFT calculation (the ωB97M-V functional and the def2-TZVPD basis) of a 4-piece molecular cluster, C3H15NO3 overall.

Output
Lowest unoccupied orbital energy in eV: 0.820
Orbital gap in eV: 10.19

Each line ends with the Mulliken charge.
Positions of all 22 atoms, in Å:
C  -2.53074  0.93570  -0.51497  -0.9511
C  -1.28234  1.73614  -0.12022  -0.5357
N  -0.15784  0.85892  0.16320  -0.3549
C  1.16135  1.47587  0.43605  -0.8626
H  -3.41744  0.98684  0.14992  0.2981
H  -3.02338  1.03619  -1.49011  0.2828
H  -2.28646  -0.20594  -0.44241  0.2151
H  -1.06734  2.38255  -0.96270  0.3711
H  -1.54814  2.40340  0.71041  0.4208
H  -0.43371  0.18476  0.87858  0.2004
H  1.69205  1.42239  -0.51249  0.2964
H  1.82491  0.83711  1.06749  0.2816
H  1.18608  2.49954  0.82504  0.3173
O  1.17082  -2.80426  -0.20237  -0.7081
H  1.27902  -2.04479  -0.82009  0.4017
H  1.97420  -3.32941  -0.24799  0.3271
O  1.48958  -1.74494  2.43066  -0.6253
H  1.68895  -2.62011  2.78310  0.2782
H  1.14328  -1.99918  1.55520  0.3654
O  0.73631  -0.70733  -1.94634  -0.8220
H  0.09886  -1.25968  -2.40453  0.2948
H  0.30198  -0.04375  -1.33541  0.5087

Model 2:
The following is a DFT calculation (the ωB97M-V functional and the def2-TZVPD basis) of C3H15NO3 as an isolated structure.

Output
Lowest unoccupied orbital energy in eV: -4.523
Orbital gap in eV: 3.26

Each line ends with the Mulliken charge.
Positions of all 22 atoms, in Å:
C  1.86080  -0.78647  0.84721  -0.3715
C  0.55071  -0.32867  1.35351  -0.2486
C  -0.57536  -1.15925  0.71667  -1.1072
N  1.87490  0.02429  -1.52629  -0.6237
H  2.70016  -0.17523  1.18403  0.3850
H  1.99473  -1.85469  1.00614  0.3873
H  0.53813  -0.38479  2.45168  0.3950
H  0.37120  0.71677  1.04488  0.2469
H  -0.51795  -2.24415  0.62132  0.4328
H  -1.47969  -0.92657  1.27332  0.2922
H  -0.68310  -0.73023  -0.28094  0.2577
H  1.87880  -0.54498  -0.36842  -0.0064
H  2.85830  0.21288  -1.75026  0.2810
H  -2.66787  0.34850  -0.63084  0.4095
H  -2.70861  2.16220  0.24756  0.1544
O  -2.05409  1.48132  0.12800  -0.9099
H  1.58917  -0.79270  -2.08968  0.3324
H  -3.66025  -0.52169  -1.64173  0.2602
O  -3.01061  -0.57274  -0.94439  -0.7044
H  -0.34615  2.26331  -0.34766  0.4207
H  0.84952  1.52729  -0.92807  0.4135
O  0.63726  2.28561  -0.36604  -0.6971

The relative energies come out as model 1 0.0000; model 2 0.2429, with values in hartree.

Model 1:
The following is a DFT calculation (the ωB97M-V functional and the def2-TZVPD basis) of a 4-piece molecular cluster, C3H15NO3 overall.

Output
Lowest unoccupied orbital energy in eV: 0.544
Orbital gap in eV: 9.83

Each line ends with the Mulliken charge.
Positions of all 22 atoms, in Å:
C  0.96167  0.10189  0.30959  -1.1108
C  1.79723  0.86152  -0.71926  -0.4670
C  1.36047  0.68209  -2.16684  -0.2889
N  1.02251  1.99479  -2.74680  -0.6581
H  -0.06086  0.50416  0.28941  0.2590
H  1.24820  0.14330  1.34846  0.4067
H  0.87934  -0.95477  0.04489  0.2648
H  1.77248  1.92046  -0.43911  0.3342
H  2.83558  0.58275  -0.58103  0.2618
H  0.54398  -0.02633  -2.24282  0.2552
H  2.20249  0.27072  -2.72579  0.2963
H  0.24860  2.36915  -2.18774  0.2159
H  0.68551  1.88256  -3.70101  0.2289
O  -0.90052  -2.88145  -1.52523  -0.6183
H  -0.25758  -3.60532  -1.52758  0.3053
H  -1.73168  -3.32042  -1.74052  0.3243
O  -1.67971  1.85966  6.47728  -0.6404
H  -1.15252  1.47382  5.76310  0.3195
H  -1.02198  2.14282  7.12216  0.3209
O  -3.16207  -2.31848  0.32171  -0.6527
H  -3.37223  -1.41043  0.07744  0.3143
H  -2.21890  -2.27247  0.54969  0.3291

Model 2:
The following is a DFT calculation (the ωB97M-V functional and the def2-TZVPD basis) of a 4-piece molecular cluster, C3H15NO3 overall.

Output
Lowest unoccupied orbital energy in eV: 0.390
Orbital gap in eV: 10.44

Each line ends with the Mulliken charge.
Positions of all 22 atoms, in Å:
C  0.60123  -2.01478  1.09611  -1.3957
C  -0.16921  -0.84378  0.40862  0.7789
C  -1.08772  -0.47541  1.50464  -1.2918
N  -0.87027  -1.18380  -0.88781  -0.6761
H  0.08351  -2.83450  1.59688  0.3612
H  1.15235  -1.38245  1.81388  0.3557
H  1.33781  -2.42908  0.44465  0.3921
H  0.57074  -0.03884  0.26301  -0.0538
H  -1.85851  0.20070  1.21251  0.4050
H  -0.58858  0.13741  2.42514  0.2838
H  -1.76401  -1.35535  1.83460  0.2678
H  -0.16954  -1.36883  -1.58083  0.2645
H  -1.16719  -2.14746  -0.53522  0.2976
O  0.97736  2.73059  -2.01113  -0.6489
H  1.16492  2.70976  -1.03542  0.3550
H  0.20651  2.08640  -2.04350  0.3245
O  -2.51755  0.85083  -2.04212  -0.6701
H  -2.21187  0.11542  -1.55160  0.3825
H  -2.32650  1.65063  -1.51439  0.2964
O  2.50801  1.71179  0.24977  -0.6177
H  3.36431  1.41763  0.66154  0.2811
H  2.76419  2.46311  -0.30935  0.3079

The relative energies come out as model 1 0.0000; model 2 0.0281, with values in hartree.

Model 1:
The following is a DFT calculation (the ωB97M-V functional and the def2-TZVPD basis) of a 4-piece molecular cluster, C3H15NO3 overall.

Output
Lowest unoccupied orbital energy in eV: 0.614
Orbital gap in eV: 10.20

Each line ends with the Mulliken charge.
Positions of all 22 atoms, in Å:
C  -0.93310  -2.48853  -0.95142  -1.0681
C  0.00395  -2.35053  0.22707  -0.5566
N  0.41205  -0.92267  0.23812  -0.1188
C  0.92405  -0.38030  1.54622  -1.0928
H  -0.42327  -2.70507  -1.86569  0.2597
H  -1.49587  -1.58180  -1.09594  0.3596
H  -1.79110  -3.23435  -0.77575  0.2926
H  0.94642  -2.82310  -0.06614  0.2927
H  -0.37912  -2.83669  1.03842  0.4687
H  -0.38488  -0.38509  -0.03891  0.1725
H  1.61037  0.45246  1.40419  0.2860
H  0.09498  -0.06198  2.19214  0.4336
H  1.52411  -1.19844  2.09494  0.3121
O  -0.78179  2.04748  -1.26830  -0.6458
H  -0.07760  2.64943  -1.09378  0.3281
H  -0.34314  1.31496  -1.83530  0.3095
O  -1.45605  1.96777  1.75584  -0.6612
H  -0.70182  1.56834  1.34646  0.3050
H  -1.82726  2.43893  0.89556  0.3593
O  1.77245  1.32173  -1.27653  -0.6834
H  2.71298  1.09452  -1.42959  0.2787
H  1.40456  0.38687  -1.05675  0.3683

Model 2:
The following is a DFT calculation (the ωB97M-V functional and the def2-TZVPD basis) of a 4-piece molecular cluster, C3H15NO3 overall.

Output
Lowest unoccupied orbital energy in eV: 0.438
Orbital gap in eV: 9.76

Each line ends with the Mulliken charge.
Positions of all 22 atoms, in Å:
C  -2.22096  -2.40221  -1.58470  -1.0277
C  -1.51317  -1.85871  -0.33022  -0.4470
C  -1.12469  -0.30971  -0.46046  -0.6116
N  -0.18975  0.05827  -1.49376  -0.4757
H  -1.68658  -2.10798  -2.49599  0.2700
H  -3.20058  -1.83850  -1.75352  0.2797
H  -2.26074  -3.50869  -1.56375  0.3137
H  -2.18356  -1.97465  0.49907  0.3665
H  -0.51429  -2.35063  -0.15879  0.2517
H  -0.74389  -0.17512  0.56463  0.1751
H  -2.07152  0.22083  -0.48122  0.4020
H  -0.68975  0.39635  -2.34424  0.2836
H  0.25940  -0.75644  -1.89882  0.2307
O  2.48288  2.94117  0.76054  -0.6362
H  2.95506  2.12632  0.94668  0.2713
H  1.77123  3.01889  1.41248  0.3792
O  2.89028  -0.62714  -0.01810  -0.6060
H  2.51943  -0.20960  0.76799  0.3070
H  2.23651  -1.26552  -0.32076  0.2970
O  0.76279  3.45237  3.11415  -0.7007
H  1.43040  2.84999  3.46495  0.3369
H  1.09147  4.32070  3.37381  0.3404

The relative energies come out as model 1 0.0113; model 2 0.0000, with values in hartree.

Model 1:
The following is a DFT calculation (the ωB97M-V functional and the def2-TZVPD basis) of a 2-piece molecular cluster, C4H10N3O overall.

Output
Lowest unoccupied orbital energy in eV: -3.555
Net charge: +1
Orbital gap in eV: 9.44

Each line ends with the Mulliken charge.
Positions of all 18 atoms, in Å:
C  -1.16648  -2.56322  0.15584  -0.1352
C  0.24947  -2.19678  0.06307  -0.4142
C  0.06204  -0.54026  -0.42586  0.3462
C  -2.15185  0.83111  -0.31696  -0.6977
N  -1.92901  -1.55715  0.07870  -0.6457
N  -1.27971  -0.43514  -0.39931  0.4687
N  2.38552  2.27772  0.30189  -0.5887
O  0.84178  0.42503  -0.54612  -0.7549
H  -1.41795  -3.53539  0.53620  0.4010
H  0.80181  -2.16016  1.04048  0.2987
H  0.80298  -2.82849  -0.65983  0.3156
H  -1.33986  1.63667  -0.31952  0.2462
H  -2.85206  0.82373  -1.10249  0.2791
H  -2.82766  0.86084  0.50379  0.2994
H  1.63429  2.81511  0.82815  0.3494
H  3.02261  2.78771  -0.39839  0.3923
H  3.23445  2.00567  0.83618  0.3736
H  1.92962  1.35299  -0.17583  0.4664

Model 2:
The following is a DFT calculation (the ωB97M-V functional and the def2-TZVPD basis) of an isolated ion of composition C4H10N3O and charge +1.

Output
Lowest unoccupied orbital energy in eV: -3.606
Net charge: +1
Orbital gap in eV: 10.76

Each line ends with the Mulliken charge.
Positions of all 18 atoms, in Å:
C  -0.30309  0.97526  2.32497  -0.9331
C  -0.67149  -0.26475  1.60724  0.6878
O  -1.25939  -1.25366  1.97668  -0.5000
N  -0.36365  -0.17501  0.13984  0.0909
C  -0.82600  -1.04184  -0.98118  -0.6430
N  0.44637  -1.31046  -1.69886  -0.2710
C  0.93528  0.00484  -1.87818  -0.5516
N  0.58953  0.70378  -0.42624  -0.2570
H  -1.11104  1.19884  3.09820  0.3356
H  -0.10493  1.71320  1.55040  0.2896
H  0.63026  0.65997  2.84541  0.2922
H  -1.55997  -0.26662  -1.57911  0.3168
H  -1.47177  -1.85899  -0.56985  0.3562
H  1.00987  -2.06251  -1.31181  0.3198
H  1.95758  0.17191  -2.11676  0.4188
H  0.29395  0.57213  -2.59568  0.3421
H  1.41239  0.52665  0.18441  0.3799
H  0.39609  1.70727  -0.56948  0.3259

The relative energies come out as model 1 0.0000; model 2 0.0281, with values in hartree.